ORCA calculation (ωB97M-V with the def2-TZVPD basis set) on 4 unconnected molecules or ions with the total composition C26H37BrNO12 in a non-equilibrium geometry.

The net charge is +1. The HOMO energy comes out at -12.130 eV. Its orbital gap is 7.5 eV. For the total energy, the calculation gives -4544.33234 hartree.

Geometry as XYZ:
```
77
Properties=species:S:1:pos:R:3:forces:R:3:mulliken_charge:R:1
H -5.254320 -1.834713 1.006606 0.1 0.0 0.0 0.397
H -3.556844 3.279578 3.060133 -0.2 0.0 0.1 0.285
C -3.804796 0.715962 0.834337 0.0 0.2 0.6 -0.641
H -5.708865 -0.782955 -0.341841 0.1 0.0 0.0 0.358
H 0.092833 -0.660601 -1.720095 -0.3 -0.6 -0.8 -0.006
H 5.110830 -3.090262 -0.967577 0.1 -0.2 1.1 0.314
H 2.426662 -4.054951 1.669432 -0.5 0.1 -1.1 0.568
C 2.673614 2.015092 0.719049 0.2 -0.5 0.2 -0.420
H -1.315731 -2.135722 -5.627867 1.1 0.0 0.4 0.312
C 0.740114 -1.585314 1.908380 -0.8 -0.3 0.2 -0.829
Br 6.234707 -0.329892 -0.004679 -0.2 -0.7 0.1 -0.194
H 2.631015 1.768156 -0.346157 0.1 0.2 0.0 0.294
O 1.349698 1.942021 1.247524 -0.2 0.2 0.0 -0.197
H -3.370988 5.599497 3.738875 -0.1 -0.1 0.0 0.276
H -4.783963 -2.237348 -0.658454 0.1 0.0 0.2 0.408
C -2.632979 5.858192 1.735638 0.0 0.2 -0.2 -1.342
C 3.143632 -4.732462 -0.312374 -1.7 1.3 -0.3 0.023
H -1.660442 5.450088 2.012752 -0.1 0.0 0.0 0.280
H -0.241705 -3.546326 1.833633 0.3 0.6 -1.0 0.542
C 0.819171 3.194532 1.142993 -0.5 0.4 -0.1 0.497
H -3.787198 0.700789 1.923880 0.2 0.1 -0.1 0.399
H 3.333859 1.308570 1.223008 -0.2 0.0 0.1 0.261
C 3.041133 3.448767 0.984153 0.8 0.4 -0.5 0.519
H -1.779048 -0.948587 -3.610293 1.0 0.1 -0.4 0.154
C -0.427642 -2.825806 -1.933267 -0.1 0.9 -1.7 -1.165
H 1.171937 -1.565093 -2.831177 -1.1 0.0 0.4 0.452
C -5.936872 5.324406 2.866688 -0.5 0.4 0.0 0.559
H -4.711202 1.226735 0.497862 0.0 -0.2 0.0 0.390
O -4.915276 6.149344 2.506518 -0.4 -0.5 0.3 -0.389
H -0.773534 -3.485771 -2.780668 0.5 0.6 0.9 0.531
H 1.382174 -4.131257 -3.277853 -0.1 0.2 1.1 0.262
C -4.917035 -1.421596 0.054886 -0.1 0.0 -0.3 -1.611
O 1.777961 4.103893 0.821496 -0.4 -0.6 0.2 -0.355
O -5.493022 4.045362 3.038261 -0.1 0.3 0.0 -0.364
H 0.043037 -2.938043 -4.726162 -0.3 0.7 -0.5 0.159
H 3.468715 -5.278116 -2.512196 -0.5 0.5 0.9 0.475
O 5.532995 -4.531307 0.558781 -1.7 0.4 -0.7 -0.288
H 3.854438 3.717187 -1.000796 0.0 0.0 0.1 0.354
C 6.561886 -2.251820 0.400566 -0.2 -1.2 0.1 0.328
H -2.865866 5.528721 0.720387 0.0 -0.1 0.1 0.322
H 5.071197 3.656254 0.283998 -0.1 0.0 0.1 0.362
C -4.166339 4.001958 2.516377 0.2 -0.5 0.2 -0.327
H 0.372319 -1.490659 -5.790888 -0.5 -0.4 0.7 0.325
H 4.063621 5.100757 0.054350 0.1 -0.1 0.2 0.381
H 0.227923 -1.559679 2.912162 0.5 0.1 -1.0 0.344
H -1.303109 -2.713258 -1.253558 1.0 -0.1 -0.3 0.285
C -0.683082 -1.006375 -3.834145 0.8 0.2 0.0 -0.396
C 0.970270 -3.432716 0.043580 2.0 -1.1 0.7 0.801
C 5.305953 -3.180969 0.142078 0.2 2.0 -0.2 0.095
C 4.070733 4.010064 0.029456 -0.1 0.2 -0.2 -1.478
C -2.366861 0.846502 -0.872665 0.2 0.5 -0.1 0.501
C 2.196890 -4.077001 0.576304 -0.1 -0.2 -2.2 -0.462
H 0.524779 -0.618867 1.390148 0.7 -0.7 0.5 0.144
C 4.447133 -5.355652 0.277281 0.3 -0.1 -0.4 0.223
C -3.628599 -0.648837 0.228552 -0.9 -0.5 0.0 0.983
O -2.677214 1.421876 0.316160 0.1 -0.3 -0.5 -0.080
H -0.283047 0.009564 -4.115243 -0.8 -0.9 0.5 0.392
O -7.065777 5.669211 3.005622 0.3 -0.2 0.0 -0.520
H -4.222413 3.704401 1.464721 0.2 0.2 0.0 0.144
N 0.754258 -3.486991 -1.311928 0.4 -0.9 0.7 0.197
H -0.916340 -2.355496 0.672985 0.9 -0.4 0.1 -0.743
C 1.620267 -4.134009 -2.192320 1.8 -0.8 1.4 -0.043
H -2.565732 6.947212 1.705706 0.0 -0.1 0.2 0.399
C 0.086850 -1.437997 -2.530790 0.3 -0.3 -0.2 -0.067
C -3.701503 5.418409 2.710858 0.9 0.3 -0.6 0.650
O 4.517223 -6.531284 0.444943 -0.1 0.5 0.1 -0.456
H 3.364950 3.600260 2.018873 -0.1 -0.1 0.0 0.270
C 0.042792 -2.750311 1.083104 0.1 -0.3 0.5 0.195
C 2.829782 -4.780046 -1.748894 -1.6 1.2 1.2 -0.574
H 1.822506 -1.766804 2.120388 -0.9 0.3 -0.5 0.343
H -2.900936 -1.249308 0.787008 0.0 0.1 0.1 -0.169
O -1.608649 1.308617 -1.666465 -0.1 -0.3 0.2 -0.524
C -0.352678 -1.948783 -5.075593 -0.9 0.1 0.5 -0.983
H 4.467243 -2.682905 0.710642 0.8 -0.6 -0.6 0.085
O -0.330733 3.453041 1.305109 0.3 -0.2 0.1 -0.466
O -3.046619 -0.326508 -1.041143 0.5 0.3 0.1 -0.372
O 7.609854 -2.622622 0.778844 -0.4 0.3 -0.1 -0.378
```
Forces are in eV/Å.